1.
Computed, not measured: 11 unconnected molecules or ions with the total composition C34H82O11 at a distorted geometry, with ωB97M-V/def2-TZVPD.

Element x y z (Å)
H  3.2058  3.9351  1.3097
H  1.8645  -2.3863  2.5595
H  -2.5977  -1.8619  4.7052
O  -3.0346  2.6004  0.3789
O  3.0017  -3.7296  3.5272
H  3.1564  -1.3792  -3.8225
C  2.8990  -0.7805  -4.6963
O  4.0385  -4.1065  -0.7516
H  1.8696  5.7688  -0.7463
H  4.8698  -5.3705  -2.0227
H  0.9773  -4.1646  -1.7885
H  -3.1576  1.1822  3.0904
H  -0.7845  1.3002  1.6637
H  -2.3425  -0.1842  4.8945
O  2.1229  5.6895  1.8366
C  -3.4323  -6.0794  -0.3777
C  -1.2783  -0.2269  -1.0441
H  -3.5934  -1.3907  2.3404
C  2.2166  4.8091  -0.3634
H  4.9006  5.2693  1.6796
C  2.9273  4.9292  0.9599
C  -4.7226  -0.3121  -3.3426
O  -4.9618  1.7527  -4.5349
H  0.8858  5.8623  -3.4175
C  2.3123  0.9208  -3.0253
C  -0.2121  -1.1238  -0.4445
H  2.9534  -4.0940  -3.8011
H  5.2920  1.9389  5.4950
H  1.9452  -1.0935  -5.1209
H  2.3734  1.9601  -2.7025
H  2.0058  6.5262  1.3807
H  4.9183  -3.7070  -2.6478
H  0.6737  -1.0492  -1.0752
H  1.3465  4.1972  -0.1253
C  -5.0327  0.2984  -4.6840
C  3.6828  2.2530  4.0578
C  -5.2443  0.7867  -2.4501
H  -0.5820  -0.9691  1.7091
H  2.3830  -5.1840  -0.1308
C  -1.9112  5.6628  -3.9436
C  -4.8292  2.0799  -3.1642
H  1.2274  -1.1110  4.8066
H  -1.6897  4.2531  -1.4502
H  -5.6441  0.1442  3.3631
C  -0.2672  0.9091  0.7876
H  -3.4029  -2.9431  0.3451
H  -4.7580  0.6913  -1.4793
H  2.7973  4.3071  -1.1373
H  2.0803  -2.8168  -2.0304
O  2.9959  3.1925  4.7560
O  4.1022  1.2770  -4.4105
H  -2.3166  2.2133  -0.1219
H  -3.7764  2.2165  -2.9171
C  2.6853  -4.2095  -0.5144
H  -6.0235  -0.0209  -5.0072
H  4.7226  0.5194  4.6815
C  -1.9690  -4.5218  0.5201
H  3.5543  -3.4498  2.7937
H  -1.5051  -4.3528  -0.4517
H  -0.3028  4.4228  -4.2369
H  4.2947  1.2876  -5.3509
H  -1.4379  -0.9968  3.6963
H  2.9117  0.6757  2.6507
H  2.9442  -1.0474  4.5305
H  -5.3320  -1.2101  -3.2411
C  1.9199  -2.7724  3.5774
H  -3.6457  -0.3695  -3.1839
H  2.4742  -3.4606  0.2490
C  -3.3940  -3.9985  0.6173
C  -4.8958  -0.4143  3.9255
H  -2.8988  -6.1686  -1.3240
H  -2.6657  -6.1649  1.7396
C  2.8651  0.6998  -4.3764
C  -2.3314  -5.9665  0.7213
C  0.0364  -0.5504  0.9151
H  -1.8321  3.0756  -2.6744
H  1.0375  -0.7847  1.2770
O  -3.3476  0.5014  2.4409
H  -0.4237  -2.1892  -0.3536
C  -3.5733  -0.6600  3.1490
C  -1.1334  3.8119  -2.2772
H  -4.1531  -6.8949  -0.3167
C  2.0302  -3.8838  -1.8132
H  2.6657  -5.6164  -2.9293
H  -3.6850  -4.0367  1.6670
C  4.2526  5.6937  0.9127
H  -1.4539  -6.5815  0.5218
H  -1.5299  6.4997  -4.5287
H  -1.3191  -4.1834  1.3270
C  4.3892  1.4643  5.1105
H  4.8712  5.4736  0.0426
H  1.8434  1.0779  3.9437
O  0.1648  5.8720  -2.7838
H  1.2590  0.6402  -3.0215
C  0.7111  -3.5891  3.8269
H  -5.3359  -1.3278  4.3254
H  2.1571  -2.1036  5.7125
H  2.2114  3.4514  4.2671
H  0.6138  -4.0170  4.8247
H  -0.1862  -2.9830  3.7022
H  -2.2893  -0.5599  -0.8094
C  2.9560  -4.5714  -2.8211
H  -2.5003  5.0033  -4.5809
C  2.1132  -1.7350  4.6876
O  -0.9473  0.9957  -0.4475
H  0.6167  -4.4067  3.1123
H  3.7098  1.2578  5.9375
C  4.3001  -4.4490  -2.1425
H  4.1807  6.7812  0.8957
H  2.2956  1.1664  -5.1802
H  4.3837  2.6058  3.3012
H  0.6275  1.5115  0.6299
H  -4.3320  -0.0620  -5.4372
H  -6.3274  0.6804  -2.3893
H  -5.2748  3.0378  -2.8958
C  -2.4383  -0.9519  4.1267
H  3.7117  -1.0628  -5.3655
O  -4.1564  -4.8986  -0.2718
H  -4.7629  0.2246  4.7986
H  -1.0811  -0.1365  -2.1123
C  2.5742  1.5128  3.2619
C  -0.7213  4.8794  -3.3399
H  -0.2306  3.2880  -1.9633
H  -3.4861  1.8520  0.7689
H  2.8649  0.3548  -2.2755
H  -2.5804  6.0274  -3.1643
H  2.0998  2.1506  2.5161

Calculated values
HOMO (eV): -9.36
Net charge: 0
F_max (eV/A): 3.05
SMILES: C1CCOC1.C1CCOC1.C1CCOC1.C1CCOC1.CC(C)O.CC(C)O.CC(C)O.CC(C)O.CC(C)O.CC(C)O.O

2.
Computed, not measured: C4H6N2 in the gas phase at a distorted geometry, with ωB97M-V/def2-TZVPD.

Element x y z (Å)
H  -0.4787  0.2892  1.4288
N  -0.9398  1.1526  -1.3696
C  -0.4723  -0.0603  -1.1848
N  0.0396  -0.2235  0.0552
C  0.8695  -1.3218  0.5223
H  0.6838  -2.2600  -0.0099
C  -0.0217  1.1488  0.7359
H  1.9235  -1.0654  0.3899
H  -0.4807  -0.8618  -1.9176
H  -1.0811  2.8481  -0.0526
H  0.7200  -1.5255  1.5916
C  -0.7676  1.8229  -0.1945

Calculated values
HOMO (eV): -9.17
Net charge: 0
F_max (eV/A): 5.66
SMILES: Cn1ccnc1

3.
Computed, not measured: 2 unconnected molecules or ions with the total composition C7H12 at a distorted geometry, with ωB97M-V/def2-TZVPD.

Element x y z (Å)
H  -1.9911  1.4745  0.3226
H  -1.2188  -1.0641  1.8791
C  0.4257  -0.5169  -1.5948
H  -0.9630  0.6733  2.4262
C  -0.1206  0.6384  -1.1813
H  1.7230  1.7013  1.5397
C  -1.2804  -0.0051  1.6416
H  -0.5346  1.3223  -1.9253
H  1.7680  -1.8653  -0.4699
H  1.1893  -0.0686  1.5046
H  -2.3900  -0.2703  -0.1324
H  0.1081  -1.7300  0.1611
C  0.7947  1.2225  -0.2066
H  1.3006  2.0469  -0.7134
C  0.7208  -1.7111  -0.7472
H  0.4124  -2.5544  -1.3753
C  1.2316  0.8977  1.0108
H  0.6670  -0.6042  -2.6444
C  -1.8427  0.4133  0.5046

Calculated values
HOMO (eV): -7.97
Net charge: 0
F_max (eV/A): 1.76
SMILES: C=C/C=C\C.C=C

4.
Computed, not measured: C4H10N2O in the gas phase at a distorted geometry, with ωB97M-V/def2-TZVPD.

Element x y z (Å)
N  -1.1463  -1.1735  -1.2019
H  1.7405  -1.4652  0.9122
C  -0.8492  1.1334  1.8632
H  -1.1479  2.1429  2.1207
H  -0.5089  -1.8431  -1.6149
C  -0.4949  -0.5570  -0.0708
H  -0.5266  -1.3239  0.7195
C  0.8863  -0.0656  -0.3640
H  2.8492  -0.4453  0.0255
H  0.1814  0.8259  2.0380
H  -1.3828  0.4917  2.5899
H  -1.5133  -0.6303  -1.9589
N  1.9077  -0.7102  0.2834
H  -1.2651  1.4054  -0.2732
O  1.1151  0.7949  -1.1790
H  -2.3927  0.5010  0.3446
C  -1.3116  0.6265  0.5055

Calculated values
HOMO (eV): -9.24
Net charge: 0
F_max (eV/A): 2.62
SMILES: CC[C@@H](N)C(N)=O

5.
Computed, not measured: C4H8N2O2 in the gas phase at a distorted geometry, with ωB97M-V/def2-TZVPD.

Element x y z (Å)
H  -0.2200  0.9808  1.0422
H  -0.8099  1.5861  -1.2930
N  0.6712  -1.2896  -1.0979
C  1.4067  0.1047  2.8779
O  -2.2770  0.2018  -0.9496
N  0.3270  0.1924  0.7134
H  0.9018  0.9771  3.2758
H  -1.2076  0.9537  -3.2573
H  1.7189  -1.2193  1.2729
H  0.3089  -1.3881  -2.0615
H  2.1128  -0.4068  3.5244
H  -2.3025  -0.7725  -0.9334
C  -0.9847  0.5110  -1.4092
C  0.0896  -0.2519  -0.5703
O  -0.9218  0.1614  -2.7724
C  1.1865  -0.3406  1.6379

Calculated values
HOMO (eV): -8.50
Net charge: 0
F_max (eV/A): 2.63
SMILES: [H]/N=C(/NC=C)C(O)O

6.
Computed, not measured: a molecular structure, C14H25N3O3 at a distorted geometry, with ωB97M-V/def2-TZVPD.

Element x y z (Å)
H  3.1088  -2.1613  -0.3966
C  4.7408  -0.3414  0.9949
H  -2.0519  -1.4032  2.0614
C  1.0172  1.1804  -0.1129
H  5.9703  -1.0995  -0.4809
H  3.0984  1.5702  -1.3037
H  -2.2688  1.1807  -1.0570
C  -1.8657  -0.3042  1.7329
H  -1.9781  0.3375  2.9871
C  -1.2245  1.8793  0.7578
O  -4.1988  -1.7930  1.2164
C  3.2367  0.4487  -0.6916
H  -6.8694  1.1018  -1.5456
H  4.4294  -0.1256  -2.2171
C  -3.9016  -0.6854  0.5964
H  0.1927  -0.4797  2.0741
N  1.9049  0.3501  -0.2495
H  -0.2933  -1.0681  0.5335
C  -5.5967  -0.7459  -0.8200
O  -4.5611  -0.1891  -0.5714
H  -6.2246  -0.8126  0.0348
H  -3.3001  2.1137  0.5163
C  -2.4194  1.5963  0.2137
H  5.2097  1.2977  -0.2667
H  3.9539  1.5883  0.8661
H  5.3753  -0.2922  1.8672
H  -7.4132  -0.6013  -2.1701
C  -0.4726  -0.0875  1.2347
C  3.4514  -0.4470  -1.5255
H  2.6775  -0.6775  -2.1925
C  4.2668  0.7793  0.3799
C  5.0011  -1.5115  0.2069
H  1.7909  -0.4696  0.6041
H  -5.3897  -1.7479  -1.2300
H  -5.9236  0.1917  -2.7020
H  -1.4292  2.2733  1.8091
H  4.2125  -2.4241  -1.8590
H  3.8088  -0.8075  1.7217
H  5.2667  -2.6586  0.6392
C  -6.4236  0.0735  -1.7906
H  -0.8981  2.9107  0.2051
C  3.8634  -1.8221  -1.0035
N  -2.8069  0.1892  0.7629
O  1.1464  2.5381  -0.4940
N  -0.2131  1.1550  0.6639

Calculated values
HOMO (eV): -8.79
Net charge: 0
F_max (eV/A): 17.51